{
  "formula": "C10H14F6N2O5PPtS2",
  "method": "the ωB97M-V functional and the def2-TZVPD basis",
  "species": ["Pt", "F", "C", "F", "F", "S", "O", "O", "N", "S", "O", "O", "C", "F", "F", "F", "C", "C", "C", "N", "C", "C", "H", "H", "H", "H", "H", "C", "P", "C", "C", "O", "H", "H", "H", "H", "H", "H", "H", "H", "H"],
  "xyz": [[-0.2140, 0.2705, -0.3427], [4.1540, 0.9132, 1.6714], [3.1232, 1.7321, 1.9655], [2.2581, 1.1848, 2.8476], [3.7111, 2.8246, 2.5484], [2.3871, 2.1604, 0.2389], [1.7504, 0.8541, -0.1454], [3.4796, 2.4563, -0.6062], [1.5381, 3.4926, 0.4837], [-0.0556, 3.5161, 0.3711], [-0.7951, 2.3657, -0.2794], [-0.4352, 4.7631, -0.1340], [-0.7984, 3.3532, 2.0315], [-0.3389, 2.1798, 2.5177], [-0.3183, 4.3203, 2.8665], [-2.1378, 3.4483, 2.0298], [-4.6521, 0.1041, -1.7968], [-4.4092, 0.4049, -0.4350], [-3.0784, 0.3178, -0.0537], [-2.0934, 0.0619, -0.9438], [-2.3741, -0.4994, -2.1645], [-3.6574, -0.5129, -2.5797], [-5.5775, 0.3446, -2.3322], [-5.1611, 0.7516, 0.2956], [-2.7649, 0.5331, 0.9847], [-1.5971, -0.7373, -2.8986], [-3.8907, -0.9675, -3.5487], [2.5585, -2.2189, -1.4158], [1.2106, -2.6321, -0.1944], [1.7351, -2.1655, 1.4916], [0.7418, -4.3182, -0.5553], [-0.0949, -1.8198, -0.5126], [2.5607, -2.9917, -2.2088], [3.5331, -2.1958, -0.9285], [2.3076, -1.2065, -1.8241], [1.9578, -3.0802, 2.0382], [0.9743, -1.6523, 2.0389], [2.6477, -1.6022, 1.4072], [1.2092, -4.5745, -1.5150], [-0.3480, -4.2283, -0.6678], [0.9543, -4.9499, 0.2546]],
  "forces_ev_per_angstrom": [[-0.893, -2.184, -0.776], [-2.145, 0.437, -0.250], [2.891, 0.919, 3.633], [0.886, 0.589, -2.033], [-1.900, -1.474, -1.578], [2.907, -2.807, -0.951], [0.434, 1.881, 0.936], [-0.130, 0.579, -0.032], [0.124, -0.678, 1.185], [-5.425, 0.116, -1.608], [2.149, 1.487, 0.888], [0.524, 1.188, -0.716], [0.390, 1.472, 4.330], [-0.798, 0.065, -0.512], [-0.566, -1.224, -1.765], [2.113, -0.647, -0.842], [-0.823, -0.032, -0.242], [0.780, 0.034, 0.403], [-1.261, 1.044, 0.848], [0.251, -1.402, -0.077], [0.100, 0.971, -0.577], [-0.414, -0.716, -0.810], [0.026, 0.006, 0.577], [0.309, -0.349, -0.660], [-0.251, 0.009, -0.777], [0.107, -0.062, 0.825], [-0.069, 0.391, 0.314], [-1.169, 0.463, 0.238], [1.741, -0.504, -0.586], [0.164, -1.215, -0.800], [-0.680, 1.382, -0.716], [-0.142, 1.862, -0.047], [-0.027, 0.613, 0.353], [-0.024, 0.003, 0.027], [0.447, -0.854, 0.135], [0.114, -0.104, 0.097], [-0.576, 0.418, 0.216], [0.339, 0.357, 0.069], [-0.179, -0.350, 0.495], [0.223, -0.425, -0.064], [0.454, -1.258, 0.851]],
  "e_lumo_ev": [-10.75, -16.08],
  "total_energy_ev": -74286.34463,
  "charge": 3,
  "e_homo_ev": [-19.168, -20.876],
  "spin_multiplicity": 5,
  "gap_ev": [8.419, 4.797],
  "fmax_ev_per_a": 5.660
}